Below is a structure of composition C23H26AlBCl4F11LiNaO6P in a non-equilibrium geometry, with properties calculated with ωB97M-V/def2-TZVPD.

The geometry in ORCA input format:
```
! wB97M-V def2-TZVPD RIJCOSX def2/J DEFGRID3
* xyz 2 1
Cl 5.23833 4.95376 7.26254
Cl -1.20388 8.47795 0.96265
Cl 0.71341 6.39361 0.31154
Cl -2.13908 5.80601 0.32736
P -1.72662 -2.13032 -4.38067
Al -4.93608 -1.12807 -3.49851
Na -5.17973 0.29417 7.28406
F 0.00017 0.40401 1.08410
F 3.94081 4.16263 5.24033
F -2.40826 -4.12561 -9.50270
F -2.59234 -6.37405 -8.98598
F 4.51851 2.61914 6.62351
F -0.78281 -5.14982 -8.19559
F -2.91549 -4.77815 -7.32655
F -0.26358 -1.86011 0.96050
F 6.04010 3.72798 5.56054
F 0.58698 -0.92930 2.74995
F -2.46344 -2.64395 5.79968
O -1.63313 0.59355 -5.77476
O 5.55024 2.03395 3.42164
O -3.87023 -0.81713 5.44836
O 1.82782 -0.88755 0.91510
O 1.83477 3.28677 -3.08485
O 3.63715 1.40220 4.41236
C -1.14410 1.08387 -4.79363
C 0.52406 -0.83058 1.37077
C 0.26759 -1.73237 -2.29973
C -1.37261 2.62348 -4.57710
C -0.94006 -3.66796 -5.05858
C -0.34238 0.34528 -3.69398
C -1.78068 -0.46729 4.37403
C 1.38154 0.54286 -1.81474
C -0.48061 3.35757 -3.86498
C 3.41679 0.41755 3.38166
C 1.19028 -0.88658 -1.51673
C 4.22954 -0.83221 3.65038
C 0.77274 2.67929 -3.25738
C 1.95411 -1.60616 -0.33813
C -0.85295 6.75849 1.07327
C -2.87152 -0.12301 5.34340
C -0.50578 -1.09107 -3.39576
C -3.02197 -2.65736 -3.08515
C 4.81045 3.15897 5.43555
C -2.69035 1.11524 6.18724
C 4.74407 2.13406 4.29816
C 0.61535 1.17170 -2.90158
C -2.55043 -3.83710 -2.13043
B -2.17426 -5.11103 -8.51249
Li 1.97227 5.04778 -1.93345
H -3.28223 -4.69214 -2.20090
H -0.84850 -0.63924 4.91193
H -1.79827 1.01792 6.80753
H 4.00193 -1.60327 2.91396
H 0.15174 -2.82193 -2.07653
H -4.03701 -2.82941 -3.56577
H 5.29997 -0.62393 3.61238
H -1.72149 -4.48384 -4.98699
H -0.70419 4.44900 -3.75140
H 2.35764 0.17557 3.40399
H -1.56055 -4.27577 -2.43067
H -0.78830 6.48677 2.12228
H -0.05177 -4.02438 -4.47492
H 4.01527 -1.22098 4.64775
H 3.63323 0.83469 2.39603
H -2.28321 3.07043 -5.05401
H 1.69131 -2.69043 -0.26563
H -2.05143 -1.37853 3.84443
H -3.55576 1.23670 6.83901
H 3.04667 -1.56507 -0.60574
H -2.61068 1.99422 5.54689
H -0.70104 -3.60367 -6.16056
H 2.07611 1.17640 -1.20593
H -1.65514 0.34021 3.64718
H -2.42674 -3.51587 -1.05850
H -3.12227 -1.73854 -2.41107
*
```

DFT total energy: -137701.79200 eV
E_LUMO: -11.4 eV
frontier orbital gap: 0.8 eV

Mulliken population analysis, charges in e, atoms 1 to 5: Cl 0.17; Cl -0.06; Cl -0.16; Cl -0.11; P 0.14

---

Below is a cluster of 2 separate species, C7H17N in total in a non-equilibrium geometry, with properties calculated with ωB97M-V/def2-TZVPD.

The geometry in ORCA input format:
```
! wB97M-V def2-TZVPD RIJCOSX def2/J DEFGRID3
* xyz 0 1
N -0.93690 1.22239 1.48091
C 0.37225 -1.22496 0.12347
C 2.19425 0.47467 0.82722
C -2.05991 0.64980 2.18574
C -1.02453 1.05121 0.07602
C 0.11226 -0.19003 -2.78198
C -0.89936 -0.45372 -0.27823
C 1.82171 -0.70417 -0.07447
H -1.94189 0.84063 3.24929
H 3.16498 0.50137 1.30863
H 0.34759 -2.16722 -0.43193
H -1.94739 1.40399 -0.36256
H -0.34994 -1.15469 -3.01162
H -0.48130 -0.28740 -1.42330
H 0.34522 -1.41681 1.21156
H 1.42768 0.53451 1.59490
H -0.20156 1.59013 -0.42463
H 2.15311 -0.56728 -1.09902
H 2.03028 1.43927 0.29679
H 2.36340 -1.57283 0.35403
H -3.05023 1.00669 1.82619
H 1.04767 -0.17485 -3.36503
H -0.50338 0.57522 -3.26649
H -1.86586 -0.92035 -0.07023
H -2.11817 -0.45557 2.05476
*
```

DFT total energy: -9017.68258 eV
E_LUMO: -2.1 eV
frontier orbital gap: 5.0 eV

Mulliken population analysis, charges in e, atoms 1 to 5: N -0.28; C -0.90; C -1.14; C -0.81; C -0.97

---

Below is the molecule C6H10O, with properties calculated with ωB97M-V/def2-TZVPD.

The geometry in ORCA input format:
```
! wB97M-V def2-TZVPD RIJCOSX def2/J DEFGRID3
* xyz 0 1
O 0.56493 -0.44444 1.35294
C 1.97153 0.81639 -0.23201
C -1.17801 0.49261 -0.70279
C 1.16511 -0.43268 0.03874
C -0.19386 -0.70350 -0.62373
C -0.66907 -0.96050 0.82402
C -1.75666 0.10992 0.68675
H -2.75481 -0.33440 0.61196
H -1.90255 0.41599 -1.51833
H 1.81139 -1.31754 -0.07520
H -0.92294 -1.94058 1.24290
H -0.23020 -1.44443 -1.42558
H -1.75991 0.87712 1.46574
H 2.38211 0.79860 -1.24793
H -0.70358 1.47683 -0.76270
H 2.80854 0.87031 0.47214
H 1.36799 1.72028 -0.10692
*
```

structure (SMILES): C[C@H]1O[C@H]2CC[C@H]21
DFT total energy: -8429.91029 eV
E_LUMO: 1.1 eV
frontier orbital gap: 10.5 eV

Mulliken population analysis, charges in e, atoms 1 to 5: O -0.47; C -1.38; C -0.76; C 0.14; C -0.05

---

Below is a structure of composition C40H118N10O14 in a non-equilibrium geometry, with properties calculated with ωB97M-V/def2-TZVPD.

The geometry in ORCA input format:
```
! wB97M-V def2-TZVPD RIJCOSX def2/J DEFGRID3
* xyz 0 1
O -2.38294 1.10320 -4.56411
O -3.32435 0.68230 1.16686
O -1.36334 4.28947 -0.10560
O -2.41331 -0.63774 4.31646
O 1.03292 3.39928 4.41002
O 3.61198 -0.01318 1.52516
O -1.73029 -3.44423 -0.04967
O -2.27691 -0.98219 1.79283
O 2.39612 3.71892 -2.75228
O -0.43967 0.42256 1.53919
O 2.13044 -2.74619 2.94440
O 3.76376 -3.43854 -0.69736
O 1.68400 -1.00352 -4.12519
O -1.84165 2.26803 4.26730
N -4.91065 4.84436 1.14464
N -3.90373 2.35851 4.46518
N 0.78937 -2.29219 1.16631
N -0.68877 -4.15701 4.90445
N -3.03997 -1.91411 -2.43224
N 2.57613 -3.59472 -5.20546
N 2.66107 4.55561 0.83093
N 0.44973 -1.24319 -0.80978
N -2.50047 -6.28484 -0.81408
N 4.76432 3.36586 0.33788
C -3.45924 1.81056 2.06600
C -2.59428 -3.82589 -1.11748
C -3.64356 5.19656 0.60044
C 1.33031 -2.84505 -5.49046
C 0.94619 0.08285 -0.35894
C -1.95808 -5.16193 -1.59040
C 3.84373 5.59947 -1.10286
C -1.97620 -2.27841 0.70251
C -2.42566 -0.63625 -2.88538
C 0.33078 -3.80256 -6.00500
C 5.10277 -2.88850 -1.08080
C 0.89992 -3.95488 -0.58440
C 0.79568 -2.07657 -4.27053
C -0.99602 -2.59840 3.12349
C 1.70524 -3.19973 0.48935
C 4.62422 2.29416 1.26505
C 2.59546 4.89280 -0.62368
C -2.63889 4.00866 0.52937
C 2.33788 3.59264 -1.35097
C 0.91826 0.33723 1.12556
C 1.36862 -2.93070 4.09895
C -0.45808 3.15036 -0.31016
C 1.81265 -0.61065 -2.77663
C -2.89522 1.66774 -5.74265
C -2.20002 -5.45302 -3.04170
C -2.81894 1.05534 -0.09106
C 3.44495 -2.20459 3.02493
C -3.10380 6.36885 1.41913
C 0.01690 -3.55817 3.74134
C 0.12190 1.13818 -1.16423
C 3.87618 1.13288 0.66689
C 2.92307 -2.45820 -0.14752
C -5.61093 1.13546 3.26734
C 3.98291 2.67404 2.56093
C -0.97359 -0.91881 -3.09847
C -4.10917 1.41159 3.37649
C 2.55526 2.48542 -3.53227
C -0.58422 0.88610 2.95105
C 4.84602 -0.82844 1.54424
C -3.09914 0.00806 -4.18501
H -1.66911 -4.38187 4.81250
H 5.64142 2.01952 1.54431
H 3.93681 6.48205 -0.47002
H -3.19135 -0.75937 -4.95355
H -2.48519 3.67703 1.55626
H 3.59613 -1.51096 3.85204
H -1.56056 -1.44966 0.12935
H 1.30820 3.29119 -1.15870
H -0.89943 -1.75474 -3.79404
H 3.24907 5.27477 1.22737
H 2.04012 -3.83751 1.30740
H -5.81006 0.71126 4.25147
H 1.85738 5.68794 -0.72902
H -0.50644 -1.26010 -0.48488
H 3.51051 1.99769 -3.33802
H -1.78129 -4.69347 -3.70188
H -1.12828 -1.69092 3.71265
H 2.87765 1.38083 0.30695
H 4.16846 -3.00777 3.16464
H -2.23395 -0.69362 3.37788
H -2.92404 2.59919 4.51385
H 0.22910 2.92452 4.19854
H 0.15257 -4.58066 -5.26277
H -1.87239 -7.07572 -0.80254
H 0.66736 -2.72601 -3.40459
H -0.43828 -1.07103 -2.16124
H -0.28062 -5.05758 5.11057
H 1.04372 0.03739 -2.35607
H -3.57383 0.51608 3.69202
H -0.87624 -5.04099 -1.53482
H 2.67134 0.05092 -2.89098
H 2.89596 2.71071 2.48836
H -2.46799 -2.16740 -1.63927
H 5.46535 3.17430 -0.36352
H -0.42451 -0.16742 -3.66594
H 3.51079 -1.51002 2.18747
H -2.61802 -3.09151 -1.92260
H 1.49248 -2.14997 -6.31427
H -1.86301 -6.41772 -3.42099
H -5.48197 5.67294 1.06013
H -2.52478 2.66935 -5.96093
H 3.26115 3.74474 0.88076
H -5.81853 0.36351 2.52633
H -3.74113 7.24438 1.29519
H -1.74179 1.56323 4.90726
H 5.63514 -0.20574 1.96569
H 5.19481 4.15749 0.79406
H 4.54985 4.78460 -0.94325
H 3.41484 -2.03297 0.72738
H -3.60842 -3.97860 -0.74828
H -0.00562 -4.41021 -0.18345
H 2.05539 -1.33114 -1.99557
H -2.68168 1.06019 -6.62206
H 3.98532 1.89843 3.32678
H -3.90684 1.98801 -5.49333
H 1.53738 -0.26474 1.79070
H -2.11283 6.74007 1.15782
H 5.49318 -2.21772 -0.31546
H -0.96410 2.24399 -0.64264
H 0.06338 1.67928 3.32468
H 1.27052 -1.84033 1.93078
H -2.33096 -5.88745 0.09886
H 0.24545 2.16693 -0.82584
H -0.71027 -2.22481 2.14020
H 1.91811 -3.63845 4.71963
H -1.73306 1.13566 -0.04076
H 3.84123 6.00178 -2.11591
H -4.13774 0.19458 -3.91185
H 4.37218 0.69091 -0.19726
H -1.68780 -2.30515 1.75333
H -4.40267 3.21894 4.28959
H 1.96323 0.28112 -0.69719
H -0.95906 1.08545 -1.03445
H -0.16987 -1.67464 -4.57755
H -3.81808 5.50204 -0.43121
H -6.23178 2.02900 3.20223
H -3.14140 -1.24276 4.45809
H 5.17901 -1.18249 0.56860
H 0.36878 3.34366 -0.99356
H 4.23468 3.70378 2.81459
H 0.38787 -4.38699 3.13840
H -3.15691 3.19844 0.01624
H 0.62592 -3.20660 -1.32811
H 0.57520 -4.39069 -6.88958
H -3.21602 6.19353 2.48907
H 5.00166 -2.25526 -1.96221
H 3.08696 2.86573 -1.03699
H 3.23932 -2.91567 -4.86026
H 1.36340 1.32401 1.25286
H -3.29668 1.95309 -0.48337
H 2.88300 -3.83674 -6.13678
H 5.81234 -3.65089 -1.40228
H -1.49181 -0.57659 1.42497
H -3.92649 2.68587 1.61478
H 2.57928 2.63180 -4.61213
H -0.14569 2.75963 0.65827
H 2.69676 -1.72063 -0.91751
H -1.79404 3.07133 4.78563
H -2.47260 -0.10145 -1.93676
H -5.28969 4.16161 0.50411
H -2.41276 2.10247 2.15419
H 1.16581 -2.05938 4.72166
H 1.62637 -4.64955 -1.00609
H -4.00430 -1.84680 -2.13957
H 4.81138 -1.67430 2.23084
H -3.05510 0.23291 -0.76629
H 1.18306 3.96598 3.65336
H -3.05437 -2.16107 0.81145
H -1.57744 1.21710 3.25442
H 0.06159 -2.77544 1.67314
H 1.75374 1.76082 -3.38861
H -0.45162 0.02721 3.60895
H -2.96615 -0.33039 1.66497
H -0.63877 -3.35818 -6.22993
H -1.94477 -3.10007 2.93299
H -3.24172 -5.29408 -3.32044
H 0.25400 1.04355 -2.24205
H 0.76849 -2.02519 -0.25575
*
```

DFT total energy: -86910.62728 eV
E_LUMO: 0.2 eV
frontier orbital gap: 7.1 eV

Mulliken population analysis, charges in e, atoms 1 to 5: O -0.19; O -0.83; O -0.60; O -0.53; O -0.73

---

Q: The highest frontier orbital gap belongs to which entry?
A: C6H10O